{"formula": "C63H67N3O14", "method": "ωB97M-V/def2-TZVPD", "gap_ev": 7.60, "smiles": "CCCCCCCCCCCCCCC[C@](C#N)(CC#N)CNC.O=C1C=CC(=O)C=C1.O=C1C=CC(=O)C=C1.O=C1C=CC(=O)C=C1.O=C1C=CC(=O)C=C1.O=C1C=CC(=O)C=C1.O=C1C=CC(=O)C=C1.O=C1C=CC(=O)C=C1", "max_force_ev_per_a": 12.39, "spin_multiplicity": 1, "e_homo_ev": -9.46, "species": ["C", "C", "C", "C", "C", "C", "C", "C", "C", "C", "C", "C", "C", "C", "C", "C", "C", "N", "C", "C", "N", "C", "N", "C", "H", "H", "H", "H", "H", "H", "H", "H", "H", "H", "H", "H", "H", "H", "H", "H", "H", "H", "H", "H", "H", "H", "H", "H", "H", "H", "H", "H", "H", "H", "H", "H", "H", "H", "H", "H", "H", "H", "H", "C", "C", "C", "O", "C", "C", "C", "O", "H", "H", "H", "H", "C", "C", "C", "O", "C", "C", "C", "O", "H", "H", "H", "H", "C", "C", "C", "O", "C", "C", "C", "O", "H", "H", "H", "H", "C", "C", "C", "O", "C", "C", "C", "O", "H", "H", "H", "H", "C", "C", "C", "O", "C", "C", "C", "O", "H", "H", "H", "H", "C", "C", "C", "O", "C", "C", "C", "O", "H", "H", "H", "H", "C", "C", "C", "O", "C", "C", "C", "O", "H", "H", "H", "H"], "xyz": [[-0.7970, -3.4441, 2.7641], [-2.0581, -2.5462, 3.3888], [-2.3545, -1.2007, 2.4980], [-3.6370, -1.3236, 1.4725], [-5.0567, -1.7253, 2.2098], [-6.3567, -1.7645, 1.2116], [-7.2856, -0.4138, 1.2239], [-6.4586, 1.0003, 1.2896], [-6.3386, 1.6161, 2.8400], [-5.1754, 2.7742, 2.9818], [-4.2616, 2.5950, 4.3382], [-2.6185, 2.6758, 4.0362], [-2.2064, 4.2496, 4.2583], [-0.9388, 4.7606, 3.3522], [-1.1162, 4.5621, 1.7338], [0.3863, 4.6338, 1.0376], [1.1120, 6.0459, 1.5624], [1.8137, 7.0843, 1.9545], [0.2357, 4.8358, -0.6153], [-0.9199, 3.8789, -1.2815], [-1.8591, 3.0165, -1.5765], [1.3537, 3.3615, 1.4049], [0.9582, 2.0602, 0.6757], [2.0681, 1.0828, 1.1143], [0.0114, -2.6543, 2.3999], [-1.1442, -4.1703, 1.9032], [-0.3698, -4.0954, 3.6469], [-2.9736, -3.2653, 3.5205], [-1.6700, -2.1732, 4.4450], [-1.3963, -1.0490, 1.8023], [-2.4112, -0.1991, 3.1447], [-3.4170, -2.1759, 0.6671], [-3.6853, -0.3202, 0.8677], [-4.9073, -2.8430, 2.6016], [-5.1928, -1.0708, 3.1756], [-6.0415, -2.0947, 0.1124], [-7.0547, -2.6497, 1.6031], [-8.1138, -0.3862, 2.0537], [-7.8716, -0.4060, 0.1839], [-5.4248, 0.9907, 0.7260], [-7.1260, 1.8013, 0.7088], [-7.3981, 2.1312, 3.0326], [-6.2431, 0.7782, 3.6551], [-5.7559, 3.8087, 3.1157], [-4.5246, 2.9104, 1.9929], [-4.4694, 3.5070, 5.0755], [-4.4400, 1.5980, 4.9240], [-2.0858, 1.9199, 4.7562], [-2.4786, 2.2748, 2.9458], [-1.8607, 4.3465, 5.3967], [-3.1256, 5.0041, 4.1629], [-0.8326, 5.9290, 3.5603], [0.0278, 4.2463, 3.8037], [-1.5888, 3.5383, 1.4083], [-1.8318, 5.4030, 1.2817], [-0.0573, 5.9646, -0.8591], [1.2781, 4.6498, -1.1555], [1.3712, 3.0728, 2.5506], [2.4588, 3.6521, 1.1100], [1.0958, 2.1862, -0.3513], [3.1056, 1.5577, 0.8398], [1.9091, 0.0802, 0.5165], [2.0477, 0.8638, 2.2662], [7.8488, 2.3913, 2.9221], [6.5558, 2.6485, 3.1420], [5.6126, 2.8441, 2.0234], [4.4294, 3.0816, 2.2237], [6.1530, 2.7429, 0.6531], [7.4459, 2.4857, 0.4332], [8.3891, 2.2901, 1.5519], [9.5723, 2.0526, 1.3515], [8.5541, 2.2459, 3.7312], [6.1439, 2.7251, 4.1412], [5.4477, 2.8883, -0.1560], [7.8578, 2.4091, -0.5659], [-10.0574, 5.5553, 3.8190], [-8.8209, 5.0528, 3.7497], [-7.8809, 5.1721, 4.8817], [-6.7483, 4.7142, 4.8185], [-8.3606, 5.8666, 6.0931], [-9.5971, 6.3692, 6.1624], [-10.5370, 6.2498, 5.0304], [-11.6697, 6.7077, 5.0936], [-10.7591, 5.4770, 2.9976], [-8.4544, 4.5400, 2.8685], [-7.6589, 5.9449, 6.9146], [-9.9636, 6.8819, 7.0436], [10.9468, -1.1322, -2.7375], [12.1834, -1.6347, -2.8067], [13.1233, -1.5153, -1.6747], [14.2559, -1.9733, -1.7380], [12.6436, -0.8209, -0.4633], [11.4071, -0.3183, -0.3941], [10.4672, -0.4377, -1.5261], [9.3346, 0.0202, -1.4628], [10.2452, -1.2104, -3.5589], [12.5499, -2.1475, -3.6880], [13.3453, -0.7426, 0.3581], [11.0406, 0.1944, 0.4871], [-1.0636, -0.8340, -2.3459], [-0.6781, -0.9857, -3.6166], [-0.2188, -2.2925, -4.1270], [0.1361, -2.4318, -5.2894], [-0.2034, -3.4248, -3.1797], [-0.5888, -3.2731, -1.9090], [-1.0482, -1.9663, -1.3986], [-1.4030, -1.8270, -0.2362], [-1.4025, 0.1177, -1.9553], [-0.6844, -0.1651, -4.3240], [0.1356, -4.3766, -3.5703], [-0.5826, -4.0938, -1.2016], [-4.6029, -2.8999, -6.2588], [-3.7681, -3.1142, -5.2373], [-4.1706, -2.8284, -3.8461], [-3.4064, -3.0223, -2.9107], [-5.5312, -2.2985, -3.6274], [-6.3660, -2.0842, -4.6489], [-5.9635, -2.3700, -6.0401], [-6.7277, -2.1761, -6.9755], [-4.3233, -3.1035, -7.2853], [-2.7672, -3.5032, -5.3812], [-5.8108, -2.0949, -2.6010], [-7.3669, -1.6952, -4.5050], [-0.9447, -5.1527, -10.7245], [-0.9934, -4.8987, -9.4132], [-2.2800, -4.8370, -8.6922], [-2.3257, -4.6026, -7.4924], [-3.5100, -5.0682, -9.4755], [-3.4612, -5.3222, -10.7868], [-2.1746, -5.3840, -11.5079], [-2.1289, -5.6184, -12.7077], [-0.0094, -5.2008, -11.2687], [-0.1001, -4.7277, -8.8245], [-4.4452, -5.0201, -8.9313], [-4.3545, -5.4933, -11.3755], [12.4574, -4.6263, 1.2792], [12.3274, -5.1590, 2.4981], [11.0088, -5.5735, 3.0162], [10.8885, -6.0594, 4.1325], [9.8403, -5.3782, 2.1352], [9.9703, -4.8454, 0.9163], [11.2889, -4.4309, 0.3982], [11.4091, -3.9450, -0.7181], [13.4172, -4.3162, 0.8842], [13.1749, -5.3095, 3.1560], [8.8805, -5.6882, 2.5302], [9.1228, -4.6949, 0.2584]], "atomic_forces_ev_per_a": [[-0.47, 0.56, 0.59], [1.05, 0.09, 0.19], [0.49, 0.05, -0.90], [0.11, -0.46, -0.15], [0.87, -0.80, 0.05], [-0.65, -0.61, 0.88], [0.11, 0.48, -1.42], [-0.77, 0.91, 0.17], [-0.59, 0.31, -0.73], [-0.70, 0.86, 0.45], [1.07, 0.50, 0.30], [-1.70, 0.14, -0.09], [0.79, -0.01, 0.58], [-0.49, 0.61, 0.66], [0.43, 0.08, -0.02], [-0.63, 0.97, 0.04], [5.38, 6.47, 2.50], [-6.71, -9.72, -3.71], [-0.17, 0.32, -0.69], [-6.11, -6.20, -0.79], [8.80, 8.12, 2.54], [0.63, 0.11, -0.33], [1.84, 0.74, 1.13], [0.13, -0.46, -0.77], [-1.58, -1.98, 0.62], [0.77, 1.68, 1.62], [-0.69, 1.24, -1.85], [1.64, 1.63, -0.15], [-1.02, -0.93, -2.04], [-2.19, -0.22, 1.61], [-0.20, -2.35, -1.15], [-0.45, 1.86, 1.85], [-0.13, -1.85, 1.20], [-0.31, 2.43, -0.80], [-0.03, -1.14, -2.00], [-0.50, 1.00, 2.33], [1.45, 1.85, -0.90], [1.76, -0.31, -1.40], [1.13, -0.06, 2.24], [-2.02, -0.25, 1.31], [1.50, -1.66, 1.13], [2.24, -1.14, -0.24], [0.05, 1.56, -1.69], [1.44, -2.38, -0.44], [-1.23, -0.71, 2.15], [0.17, -2.18, -1.50], [-0.07, 1.80, -1.30], [-0.74, 1.75, -1.29], [0.02, 0.94, 1.98], [-0.75, -0.12, -2.42], [1.87, -1.89, -0.13], [-0.05, -2.51, -0.50], [-1.93, 0.98, -1.30], [1.09, 1.86, 0.83], [1.72, -1.69, 1.02], [0.47, -2.58, 0.60], [-2.35, 0.17, 1.11], [-0.24, 1.00, -2.36], [-2.16, -0.36, 0.68], [-0.16, -0.02, 1.10], [-1.76, -1.16, 0.63], [0.38, 1.95, 1.31], [-0.16, 0.53, -2.28], [-0.37, 0.06, 0.31], [0.43, -0.10, 0.17], [-0.71, 0.17, 0.10], [0.82, -0.11, -0.04], [0.36, -0.07, -0.20], [-0.42, 0.11, -0.26], [0.87, -0.19, -0.18], [-0.75, 0.17, 0.20], [0.01, 0.00, -0.04], [-0.02, 0.01, -0.05], [0.00, 0.01, 0.02], [0.04, -0.07, 0.06], [0.35, -0.24, -0.25], [-0.42, 0.08, -0.19], [0.78, -0.31, -0.01], [-0.86, 0.47, 0.23], [-0.34, 0.23, 0.24], [0.44, -0.09, 0.20], [-0.91, 0.37, 0.05], [0.79, -0.32, -0.04], [-0.01, 0.02, 0.04], [0.03, 0.00, 0.03], [0.01, -0.02, -0.04], [-0.02, -0.01, -0.05], [0.38, -0.19, -0.23], [-0.47, 0.15, -0.19], [0.83, -0.42, -0.03], [-0.72, 0.31, 0.06], [-0.38, 0.20, 0.16], [0.41, -0.08, 0.29], [-0.68, 0.24, 0.01], [0.56, -0.25, -0.04], [-0.01, 0.01, 0.04], [0.02, 0.00, 0.07], [0.01, -0.01, -0.03], [-0.04, 0.04, -0.06], [0.06, 0.22, -0.39], [-0.13, 0.22, 0.36], [0.19, -0.12, -0.66], [-0.20, 0.07, 0.58], [0.01, -0.11, 0.52], [0.28, -0.25, -0.41], [-0.29, 0.00, 0.73], [0.55, -0.15, -1.12], [-0.02, 0.03, 0.04], [0.00, -0.03, 0.00], [-0.02, 0.03, -0.03], [-0.04, 0.05, 0.00], [0.32, -0.08, 0.19], [-0.01, 0.00, -0.36], [0.40, -0.10, 0.50], [-0.51, 0.13, -0.52], [-0.43, 0.14, -0.13], [0.08, 0.02, 0.49], [-0.46, 0.13, -0.68], [0.45, -0.13, 0.58], [0.00, 0.02, 0.11], [-0.06, -0.01, -0.05], [0.03, 0.00, 0.00], [0.03, -0.01, -0.03], [0.20, 0.10, 0.42], [0.27, -0.07, -0.37], [0.04, 0.13, 0.73], [0.05, -0.19, -0.76], [-0.20, -0.08, -0.40], [-0.28, 0.07, 0.42], [0.08, -0.19, -0.98], [-0.04, 0.16, 0.85], [-0.05, -0.01, -0.02], [-0.06, 0.02, 0.02], [0.01, -0.01, 0.00], [0.05, 0.00, -0.01], [0.20, -0.12, 0.39], [0.27, 0.20, -0.35], [-0.08, -0.40, 0.90], [0.08, 0.34, -0.78], [-0.20, 0.16, -0.43], [-0.27, -0.18, 0.33], [0.10, 0.31, -0.73], [-0.10, -0.25, 0.66], [-0.02, 0.01, -0.04], [-0.05, -0.01, 0.00], [0.04, 0.00, 0.02], [0.05, 0.01, -0.01]]}